1.
C16H23N4O5Tc | the ωB97M-V functional and the def2-TZVPD basis

CARTESIAN COORDINATES (ANGSTROEM)
Tc1 0.296 0.519 0.197
O1 2.082 -3.206 2.536
O2 -3.833 0.252 1.127
O3 -1.814 0.644 0.462
O4 0.317 0.073 -1.522
O5 1.837 -1.458 1.138
N1 -0.171 2.493 -0.401
N2 -0.690 -1.212 1.787
N3 2.364 0.891 0.277
N4 1.843 1.327 1.534
C1 2.287 -1.151 -2.306
C2 -2.004 -1.143 1.965
C3 -0.634 -3.155 3.172
C4 -2.579 -0.036 1.160
C5 -0.876 4.073 -2.037
C6 0.776 -1.110 -2.364
C7 -0.397 3.419 0.559
C8 -0.029 -2.212 2.355
C9 -0.842 4.686 0.273
C10 0.108 -2.337 -1.780
C11 -2.000 -3.054 3.385
C12 0.263 -0.757 -3.738
C13 -2.707 -2.038 2.753
C14 -1.082 5.029 -1.053
C15 1.407 -2.261 1.956
C16 -0.431 2.818 -1.686
H1 -0.049 -3.949 3.616
H2 -0.977 -2.220 -1.767
H3 -4.415 -0.293 1.684
H4 1.924 2.339 1.638
H5 -3.780 -1.969 2.882
H6 -2.513 -3.769 4.016
H7 2.630 -1.996 -2.905
H8 -0.260 3.122 1.594
H9 2.934 0.054 0.389
H10 -0.825 -0.685 -3.744
H11 2.644 -1.323 -1.288
H12 0.703 0.176 -4.091
H13 -1.007 5.386 1.081
H14 -1.431 6.021 -1.310
H15 2.292 0.863 2.324
H16 3.010 -3.265 2.240
H17 -1.059 4.288 -3.081
H18 0.479 -2.556 -0.777
H19 2.728 -0.249 -2.734
H20 0.552 -1.547 -4.432
H21 -0.270 2.057 -2.433
H22 2.857 1.615 -0.242
H23 0.339 -3.197 -2.411

* expectation value of S²: 0.758
* spin multiplicity: 2
* frontier orbital gap (alpha / beta): 7.5 / 7.8 eV
* total charge: +3
* lowest unoccupied orbital energy (alpha / beta): -11.53 / -11.22 eV
* relative energy (zero: lowest compared OMol25 entry of this formula, charge and spin): 4.4 kcal per mole
* max |F|: 1.09 eV Å⁻¹

=====

2.
C48H37NNiO4P2S | the ωB97M-V functional and the def2-TZVPD basis

CARTESIAN COORDINATES (ANGSTROEM)
Ni1 0.434 -0.246 -0.061
S1 0.835 6.489 5.538
P1 2.448 0.587 0.316
P2 -2.450 1.052 0.312
O1 -2.035 -2.164 -2.031
O2 0.337 -2.989 -1.124
O3 -1.589 -0.373 -0.788
O4 3.060 6.073 4.184
N1 1.203 -2.042 -0.619
C1 0.333 5.192 4.437
C2 -0.702 1.033 1.080
C3 5.090 -0.210 0.673
C4 -0.242 3.066 2.726
C5 -3.257 3.207 -1.250
C6 3.692 4.437 -1.883
C7 -4.899 -1.442 -1.766
C8 -0.466 1.999 1.868
C9 2.236 0.175 4.328
C10 2.559 6.670 5.098
C11 3.548 2.157 3.972
C12 6.015 -2.330 0.063
C13 -2.227 2.308 -0.985
C14 4.772 -2.738 -0.368
C15 -3.089 3.296 2.033
C16 4.253 2.182 -1.245
C17 -3.700 1.091 2.754
C18 -4.008 2.956 4.230
C19 2.640 0.972 2.091
C20 3.829 -0.601 0.222
C21 -4.120 1.596 3.972
C22 -6.176 -1.001 -1.466
C23 -3.109 4.159 -2.246
C24 4.571 3.364 -1.900
C25 2.471 4.318 -1.234
C26 3.650 -1.899 -0.278
C27 -1.064 2.352 -1.748
C28 -3.817 -0.813 -1.171
C29 0.030 4.360 2.214
C30 3.278 7.636 5.998
C31 -3.989 0.226 -0.261
C32 -0.010 3.949 4.967
C33 -3.198 1.937 1.763
C34 -6.358 0.045 -0.569
C35 3.059 2.080 -0.536
C36 -5.277 0.656 0.046
C37 -2.402 -1.187 -1.395
C38 2.991 1.226 4.832
C39 6.177 -1.060 0.601
C40 -1.944 4.207 -2.996
C41 -0.924 3.299 -2.750
C42 -0.315 2.901 4.128
C43 2.161 3.148 -0.565
C44 2.400 -2.476 -0.735
C45 0.309 5.407 3.060
C46 3.376 2.035 2.599
C47 2.064 0.047 2.962
C48 -3.496 3.803 3.260
H1 -3.756 0.025 2.552
H2 -5.440 1.461 0.749
H3 -0.502 -2.552 -1.411
H4 -3.907 4.864 -2.439
H5 -7.360 0.394 -0.356
H6 3.951 5.361 -2.383
H7 3.810 2.772 1.934
H8 1.759 5.133 -1.255
H9 2.579 8.285 6.521
H10 1.211 3.028 -0.060
H11 -4.719 -2.253 -2.458
H12 -0.023 3.821 6.042
H13 3.839 7.066 6.740
H14 1.466 -0.757 2.544
H15 -4.527 0.930 4.722
H16 -7.038 -1.471 -1.921
H17 0.519 6.392 2.666
H18 -0.268 1.641 -1.556
H19 6.860 -3.002 -0.005
H20 4.935 1.346 -1.292
H21 5.213 0.773 1.108
H22 -1.838 4.946 -3.781
H23 -3.409 4.863 3.458
H24 4.652 -3.735 -0.774
H25 5.509 3.446 -2.434
H26 2.496 -3.445 -1.222
H27 7.144 -0.745 0.969
H28 -2.694 3.963 1.276
H29 3.132 1.322 5.901
H30 3.983 8.222 5.410
H31 4.108 2.996 4.360
H32 -4.305 3.351 5.193
H33 1.774 -0.531 5.006
H34 -4.174 3.157 -0.676
H35 0.012 4.515 1.144
H36 -0.018 3.325 -3.342
H37 -0.594 1.935 4.523

* expectation value of S²: 2.045
* spin multiplicity: 3
* frontier orbital gap (alpha / beta): 5.4 / 7.4 eV
* lowest unoccupied orbital energy (alpha / beta): 0.04 / -0.34 eV
* relative energy (zero: lowest compared OMol25 entry of this formula, charge and spin): 11.2 kcal per mole
* max |F|: 1.30 eV Å⁻¹

=====

3.
C12H19BF3NO13Tl | the ωB97M-V functional and the def2-TZVPD basis

CARTESIAN COORDINATES (ANGSTROEM)
Tl1 4.359 -2.816 -1.165
F1 -2.020 3.583 -3.212
F2 -2.148 -5.847 -2.447
F3 2.550 4.468 -0.455
O1 -3.960 1.339 -2.508
O2 -1.312 -3.083 -1.653
O3 -0.350 4.270 0.344
O4 -1.947 1.790 -1.934
O5 -0.377 -5.046 -1.335
O6 -3.299 0.785 -0.415
O7 -0.186 5.075 2.471
O8 1.493 4.043 1.446
O9 0.933 -3.275 -1.893
O10 2.220 -0.955 -0.484
O11 -1.121 -0.683 3.681
O12 1.781 -0.801 1.641
O13 0.868 -0.701 4.488
N1 -0.116 -0.123 4.062
C1 -2.279 -3.926 -1.060
C2 0.395 3.359 -0.427
C3 -0.036 1.370 4.152
C4 -1.724 -5.343 -1.274
C5 0.270 4.555 1.497
C6 -0.137 -3.762 -1.660
C7 -3.291 1.656 -3.705
C8 -0.092 -0.457 0.222
C9 -1.987 2.225 -3.298
C10 -3.124 1.270 -1.500
C11 1.781 3.543 0.174
C12 1.408 -0.836 0.423
B1 5.192 -1.894 1.789
H1 -3.036 0.688 -4.157
H2 -1.131 1.849 -3.852
H3 5.480 -0.878 2.222
H4 0.159 1.681 3.123
H5 -0.047 2.381 -0.218
H6 -3.236 -3.688 -1.522
H7 5.897 -2.065 0.913
H8 0.800 1.708 4.754
H9 -0.302 -0.385 -0.843
H10 2.419 2.674 0.340
H11 4.083 -1.746 1.415
H12 -0.690 -1.313 0.541
H13 0.225 3.529 -1.488
H14 5.182 -2.729 2.561
H15 -2.029 -6.015 -0.473
H16 -0.348 0.364 0.884
H17 -3.771 2.086 -4.583
H18 -2.384 -3.691 0.002
H19 -1.014 1.765 4.415

* frontier orbital gap: 3.6 eV
* total charge: +1
* lowest unoccupied orbital energy: -9.78 eV
* relative energy (zero: lowest compared OMol25 entry of this formula, charge and spin): 0.0 kcal per mole
* max |F|: 4.96 eV Å⁻¹

=====

4.
C6H14O2 | the ωB97M-V functional and the def2-TZVPD basis

CARTESIAN COORDINATES (ANGSTROEM)
O1 1.282 2.965 0.219
O2 3.443 -0.944 -0.084
C1 -2.694 -0.360 0.101
C2 2.225 -1.401 -0.062
C3 0.191 0.445 1.133
C4 1.048 -0.860 -0.874
C5 -1.394 -0.186 -0.714
C6 -0.152 -0.620 0.089
H1 -0.352 -1.586 0.555
H2 -1.241 0.816 -1.115
H3 1.679 2.418 -0.476
H4 -3.089 -1.354 -0.113
H5 -2.558 -0.190 1.166
H6 1.154 0.249 1.596
H7 1.903 3.687 0.376
H8 -1.502 -0.882 -1.552
H9 1.256 -0.080 -1.608
H10 2.119 -2.420 0.359
H11 -3.482 0.308 -0.265
H12 -0.499 0.367 1.995
H13 -0.107 1.398 0.719
H14 0.768 -1.769 -1.445

* expectation value of S²: 0.754
* spin multiplicity: 2
* frontier orbital gap (alpha / beta): 2.9 / 6.3 eV
* total charge: -1
* lowest unoccupied orbital energy (alpha / beta): 3.47 / 3.41 eV
* relative energy (zero: lowest compared OMol25 entry of this formula, charge and spin): 8.8 kcal per mole
* max |F|: 2.50 eV Å⁻¹

=====

5.
C8H8N5O5 | the ωB97M-V functional and the def2-TZVPD basis

CARTESIAN COORDINATES (ANGSTROEM)
O1 -0.717 2.604 -0.934
O2 2.866 -1.852 -0.840
O3 1.134 1.250 -0.980
O4 0.095 -0.386 3.784
O5 -1.884 0.093 2.703
N1 -0.964 0.371 -0.314
N2 0.679 -1.255 -0.508
N3 2.116 -1.803 1.322
N4 1.326 -1.054 3.459
N5 -0.724 -0.338 2.648
C1 -0.188 -1.103 1.639
C2 -0.056 1.456 -0.823
C3 2.549 -1.467 -2.215
C4 -2.405 1.140 -0.199
C5 1.149 -1.428 2.140
C6 -2.158 2.514 -0.651
C7 -0.219 -0.657 0.276
C8 1.868 -1.604 0.011
H1 -2.651 2.739 -1.584
H2 -1.180 -0.049 -1.161
H3 -2.312 3.321 0.037
H4 3.497 -1.541 -2.739
H5 -2.923 0.571 -0.961
H6 1.821 -2.192 -2.617
H7 -2.902 1.095 0.747
H8 2.185 -0.426 -2.238

* frontier orbital gap: 3.7 eV
* total charge: -1
* lowest unoccupied orbital energy: 2.50 eV
* max |F|: 5.74 eV Å⁻¹

=====

6.
C24H28N4O5S | the ωB97M-V functional and the def2-TZVPD basis

CARTESIAN COORDINATES (ANGSTROEM)
S1 -2.065 -2.244 1.169
O1 3.187 0.518 -2.347
O2 5.770 -1.311 0.895
O3 3.198 2.953 1.232
O4 -3.492 2.170 0.960
O5 1.016 -3.985 -2.209
N1 1.572 1.665 -1.293
N2 0.319 -1.289 0.981
N3 4.435 1.662 -0.156
N4 -0.158 -3.018 -0.580
C1 -2.301 2.051 0.317
C2 -0.290 -0.630 1.996
C3 3.409 2.478 0.134
C4 -6.060 -0.305 -0.327
C5 1.854 -1.874 -1.408
C6 -1.568 -0.996 2.252
C7 3.898 -2.274 1.606
C8 -0.855 1.588 -1.548
C9 0.924 -3.053 -1.449
C10 -1.172 2.358 1.080
C11 0.268 1.817 -0.762
C12 5.268 1.087 0.883
C13 3.705 -0.870 1.591
C14 0.095 2.239 0.553
C15 1.137 -0.654 -2.007
C16 2.045 0.554 -1.912
C17 -2.128 1.685 -1.014
C18 4.879 -0.330 1.153
C19 5.171 -2.479 1.175
C20 -4.676 1.709 0.338
C21 2.505 2.766 -1.076
C22 -6.134 -1.827 -0.341
C23 -4.763 0.182 0.311
C24 -0.451 -2.168 0.447
H1 -0.738 1.331 -2.591
H2 0.204 -0.485 -1.476
H3 -6.088 -2.219 0.672
H4 5.128 1.704 1.775
H5 0.926 -0.846 -3.062
H6 -2.240 -0.621 2.995
H7 -0.812 -3.781 -0.719
H8 0.953 2.473 1.163
H9 -6.910 0.098 0.229
H10 -4.697 -0.188 1.336
H11 4.432 1.204 -1.064
H12 2.744 -2.104 -1.993
H13 1.933 3.675 -0.889
H14 -7.063 -2.160 -0.797
H15 -5.303 -2.244 -0.905
H16 2.133 -1.660 -0.376
H17 -4.776 2.123 -0.672
H18 2.818 -0.338 1.864
H19 3.185 -3.017 1.898
H20 5.745 -3.373 1.031
H21 3.116 2.882 -1.975
H22 -2.972 1.484 -1.655
H23 -6.126 0.073 -1.350
H24 -1.318 2.678 2.099
H25 0.263 0.119 2.530
H26 -5.482 2.117 0.954
H27 -3.911 -0.222 -0.240
H28 6.315 1.119 0.571

* frontier orbital gap: 8.7 eV
* structure (SMILES): CCCCOc1ccc(N(CC(=O)NCc2ccco2)C(=O)CCC(=O)Nc2nccs2)cc1
* lowest unoccupied orbital energy: 0.37 eV
* relative energy (zero: lowest compared OMol25 entry of this formula, charge and spin): 40.8 kcal per mole
* max |F|: 1.20 eV Å⁻¹

=====

7.
C39H23BrF13NO7 | the ωB97M-V functional and the def2-TZVPD basis

CARTESIAN COORDINATES (ANGSTROEM)
Br1 3.654 -0.201 -0.681
F1 -4.708 0.738 -0.260
F2 -4.370 3.262 1.196
F3 -1.772 -0.256 -0.804
F4 -0.646 2.168 0.414
F5 -2.511 3.320 2.684
F6 -2.627 2.661 -1.030
F7 -0.351 4.651 1.203
F8 -1.915 0.422 2.402
F9 -2.288 -2.037 0.837
F10 -2.518 5.473 0.642
F11 -4.810 -0.842 1.521
F12 -4.121 1.030 3.062
F13 -3.683 -1.659 -1.060
O1 2.278 3.750 0.105
O2 2.434 0.891 1.682
O3 5.993 -0.569 9.106
O4 -2.269 -4.413 -6.008
O5 -6.464 -1.336 -7.208
O6 5.115 -1.445 3.912
O7 1.691 2.789 -2.020
N1 1.548 5.238 -1.986
C1 -6.115 -5.035 -9.142
C2 -3.028 2.615 1.451
C3 3.487 2.088 7.054
C4 1.853 3.929 -1.291
C5 4.903 0.125 7.145
C6 -2.841 -0.934 -0.035
C7 -0.989 5.003 -1.298
C8 7.140 -2.860 7.989
C9 6.348 -1.968 7.253
C10 3.902 0.803 5.049
C11 -3.872 0.066 0.757
C12 4.292 1.211 7.783
C13 -1.470 4.528 0.195
C14 -1.944 2.927 0.266
C15 -4.730 -0.406 -5.223
C16 -4.049 -5.379 -7.936
C17 5.294 -1.259 5.110
C18 -3.837 -0.011 -4.226
C19 -4.228 -4.155 -7.278
C20 -3.187 1.043 1.874
C21 6.627 -3.352 5.289
C22 5.767 -0.787 7.921
C23 3.453 2.873 0.228
C24 -3.246 -3.720 -6.263
C25 -4.992 -5.815 -8.867
C26 7.667 -3.997 7.374
C27 6.102 -2.207 5.902
C28 -2.573 -2.046 -4.550
C29 -6.287 -3.807 -8.500
C30 -3.464 -2.443 -5.555
C31 7.405 -4.247 6.028
C32 3.300 1.889 5.686
C33 3.088 1.294 0.565
C34 -5.518 -2.056 -6.910
C35 4.695 -0.088 5.783
C36 0.347 5.953 -1.333
C37 -4.548 -1.630 -5.882
C38 -5.338 -3.364 -7.571
C39 -2.764 -0.833 -3.884
H1 0.624 6.463 -0.317
H2 -3.982 0.937 -3.713
H3 -3.177 -5.996 -7.723
H4 7.345 -2.674 9.042
H5 3.008 2.927 7.553
H6 -6.857 -5.381 -9.858
H7 -2.073 -0.529 -3.100
H8 -1.730 -2.680 -4.279
H9 4.132 2.989 -0.723
H10 4.438 1.376 8.850
H11 -5.568 0.238 -5.482
H12 -0.818 4.139 -2.069
H13 0.096 6.846 -2.085
H14 -7.163 -3.201 -8.724
H15 -1.884 5.658 -1.741
H16 8.278 -4.690 7.948
H17 3.746 0.651 3.982
H18 1.157 4.958 -2.935
H19 6.430 -3.553 4.237
H20 2.680 2.578 5.116
H21 4.057 3.265 1.180
H22 7.807 -5.138 5.551
H23 -4.854 -6.768 -9.374

* frontier orbital gap: 8.7 eV
* structure (SMILES): O=C(Br)COC(=O)NCCC(F)(F)C(F)(F)C(F)(F)C(F)(F)C(F)(F)C(F)(F)F.O=C1c2ccccc2C(=O)c2ccccc21.O=C1c2ccccc2C(=O)c2ccccc21
* lowest unoccupied orbital energy: -0.98 eV
* max |F|: 9.57 eV Å⁻¹

=====

8.
C22H33O18Pt2 | the ωB97M-V functional and the def2-TZVPD basis

CARTESIAN COORDINATES (ANGSTROEM)
Pt1 27.289 -1.603 -11.554
Pt2 28.838 2.070 -11.273
O1 28.081 0.477 -10.030
O2 28.686 -2.037 -13.075
O3 34.060 -0.374 -7.397
O4 28.867 3.679 -9.757
O5 26.411 2.288 -11.693
O6 30.619 -2.776 -6.567
O7 25.224 3.917 -10.565
O8 28.486 -1.638 -9.818
O9 22.364 -0.280 -6.480
O10 25.304 3.902 -12.725
O11 32.481 -2.234 -5.402
O12 24.243 -0.721 -7.636
O13 24.321 -0.832 -5.456
O14 31.837 -4.315 -5.639
O15 29.386 4.973 -8.216
O16 33.970 -1.583 -9.161
O17 28.863 0.046 -12.881
O18 35.631 -1.926 -7.775
C1 33.472 -2.910 -4.706
C2 34.618 -1.339 -8.142
C3 28.661 4.085 -8.663
C4 25.590 -1.042 -5.923
C5 24.586 5.014 -10.894
C6 31.542 -3.084 -5.863
C7 23.589 -0.585 -6.531
C8 27.647 3.413 -7.624
C9 32.983 -4.330 -4.809
C10 25.549 -0.952 -7.433
C11 28.978 -0.260 -7.971
C12 32.536 1.572 -7.896
C13 25.689 3.303 -11.608
C14 25.213 6.158 -9.981
C15 24.650 5.148 -12.425
C16 32.713 -0.919 -9.186
C17 33.463 -2.215 -3.249
C18 28.509 -0.492 -9.318
C19 25.916 -2.526 -5.435
C20 32.848 0.033 -7.932
C21 30.193 -0.917 -14.620
C22 29.263 -0.996 -13.421
H1 26.302 6.139 -10.021
H2 25.247 -3.325 -5.756
H3 25.055 6.078 -8.906
H4 30.112 -1.509 -15.531
H5 34.034 -2.639 -2.423
H6 32.907 1.873 -6.916
H7 23.528 4.940 -10.642
H8 28.614 -1.141 -7.442
H9 33.937 -1.279 -3.547
H10 26.154 -0.094 -7.725
H11 30.021 0.001 -7.788
H12 31.505 1.809 -8.158
H13 28.389 0.505 -7.466
H14 34.487 -2.910 -5.103
H15 25.206 6.030 -12.743
H16 26.342 -0.389 -5.479
H17 33.098 2.059 -8.694
H18 31.165 -0.997 -14.133
H19 25.855 -2.554 -4.347
H20 23.616 5.272 -12.745
H21 27.097 4.345 -7.492
H22 27.136 2.541 -8.033
H23 24.854 7.155 -10.237
H24 32.849 -4.830 -3.850
H25 26.894 -2.919 -5.715
H26 29.972 0.067 -15.034
H27 32.084 -0.439 -7.314
H28 27.954 3.185 -6.604
H29 33.646 -5.037 -5.308
H30 25.841 -1.927 -7.825
H31 31.825 -1.548 -9.127
H32 32.636 -0.265 -10.055
H33 32.421 -2.149 -2.936

* expectation value of S²: 6.010
* spin multiplicity: 5
* frontier orbital gap (alpha / beta): 6.9 / 5.0 eV
* total charge: +1
* lowest unoccupied orbital energy (alpha / beta): -5.18 / -6.56 eV
* max |F|: 10.43 eV Å⁻¹

=====

E values (in Eh) by entry order: -1298.54215, -4796.17060, -1997.84987, -387.41463, -959.33377, -1924.80048, -5953.33410, -2450.49083.